# 1
The following is a DFT calculation (wB97M-V/def2-TZVPD) of 5 unconnected molecules or ions with the total composition C36H83ClFN7O12P.

CARTESIAN COORDINATES (ANGSTROEM)
C1 -1.53993 2.38409 2.61043
C2 -2.27187 2.85819 1.31904
C3 -1.34729 2.83212 0.04877
C4 -1.94824 1.93902 -1.09118
C5 -1.30236 0.52124 -1.14600
F1 -1.28791 0.18264 0.23382
C6 0.08407 0.42305 -1.85708
C7 0.06435 1.27462 -3.15904
O1 1.29382 1.19596 -3.89274
C8 1.06665 0.87030 -5.22875
C9 1.37914 -0.55588 -5.70310
O2 0.66543 1.64284 -5.99371
C10 1.32393 0.89463 -1.08056
C11 1.60675 0.15769 0.27343
O3 1.39080 1.10030 1.34533
C12 3.11167 -0.24066 0.36828
N1 3.44697 -1.42865 -0.45336
N2 0.05155 -1.03493 -2.32487
N3 1.23348 -1.79275 -2.15261
C13 -1.29942 -1.68865 -2.16310
Cl1 -1.68120 -2.21632 -3.87948
P1 -1.31682 -3.34856 -1.30950
O4 -0.33675 -4.26166 -1.89387
O5 -0.93881 -3.16379 0.25938
O6 -2.75510 -4.03781 -1.46914
C14 -2.34685 -0.58809 -1.70400
C15 -3.25180 0.03907 -2.80083
C16 -3.32485 -0.98474 -0.56213
C17 -4.63170 -1.72670 -1.04935
C18 -5.90581 -0.83503 -0.96289
C19 -7.19679 -1.65087 -0.77357
O7 -7.31039 -2.21007 0.55737
C20 -8.01169 -1.39638 1.38996
O8 -8.40996 -1.80462 2.40367
H1 -0.77620 3.08886 2.96091
H2 -1.10531 1.39965 2.37740
H3 -2.31302 2.19350 3.37332
H4 -2.72625 3.85235 1.46197
H5 -3.13144 2.16855 1.20818
H6 -0.34498 2.51579 0.36128
H7 -1.34848 3.87137 -0.32091
H8 -1.95531 2.43911 -2.06996
H9 -3.00571 1.80814 -0.81187
H10 -0.06117 2.32523 -2.84992
H11 -0.76338 1.03070 -3.85124
H12 1.61060 -0.55939 -6.77393
H13 0.50894 -1.21975 -5.54827
H14 2.21591 -0.99601 -5.13494
H15 2.24536 0.86746 -1.67816
H16 1.15609 1.95683 -0.83812
H17 0.93776 -0.70756 0.41783
H18 0.67389 0.75512 1.89380
H19 3.68837 0.60647 -0.05780
H20 3.44930 -0.35259 1.40226
H21 3.80003 -1.08648 -1.34574
H22 4.26485 -1.88816 -0.04466
H23 0.05499 -0.90059 -3.34463
H24 1.28208 -2.55310 -2.82912
H25 1.31094 -2.15744 -1.20269
H26 -1.25782 -3.94738 0.74870
H27 -2.78269 -4.81859 -0.87840
H28 -4.01308 0.64244 -2.28670
H29 -2.73649 0.72389 -3.48991
H30 -3.79958 -0.69199 -3.40665
H31 -3.68546 -0.11300 0.00370
H32 -2.87394 -1.66528 0.17677
H33 -4.82028 -2.54647 -0.33299
H34 -4.51730 -2.20779 -2.03007
H35 -5.79053 -0.11935 -0.12629
H36 -6.02513 -0.20907 -1.86607
H37 -7.24871 -2.44587 -1.53022
H38 -8.04664 -0.95609 -0.88813
H39 -8.18572 -0.32386 1.16295
C21 5.77644 -0.93276 3.19014
C22 6.10331 -2.42064 3.17964
C23 7.34889 -2.79668 3.99914
O9 8.58394 -2.45798 3.39516
C24 8.94625 -1.09201 3.50056
N4 6.21602 -2.86748 1.78383
H40 6.41012 -0.35929 2.51353
H41 4.74940 -0.77107 2.86373
H42 5.87486 -0.50914 4.19252
H43 5.25367 -2.93824 3.63533
H44 7.36560 -3.88551 4.10139
H45 7.29595 -2.38847 5.01683
H46 8.64656 -0.66202 4.46038
H47 8.52881 -0.51704 2.67180
H48 10.03156 -1.03054 3.42202
H49 6.31300 -3.87946 1.76878
H50 7.10839 -2.53036 1.42750
C25 3.55771 3.63184 2.59568
C26 4.80834 2.86757 3.00262
C27 5.68182 3.58632 4.04489
O10 6.44033 4.67110 3.54206
C28 5.71103 5.87059 3.34913
N5 5.57157 2.54079 1.79495
H51 3.76091 4.43333 1.88489
H52 2.85894 2.95057 2.10715
H53 3.05464 4.06604 3.46323
H54 4.47268 1.92975 3.45828
H55 6.41760 2.86703 4.41784
H56 5.08873 3.90417 4.91256
H57 4.95294 6.01739 4.12337
H58 5.25859 5.89148 2.35637
H59 6.41760 6.69914 3.40024
H60 6.34000 1.92584 2.05086
H61 6.03360 3.39354 1.48512
C29 -1.98640 6.92488 -5.20194
C30 -1.28417 7.00446 -3.84959
C31 -1.25689 5.67223 -3.08110
O11 -2.49105 5.29541 -2.48675
C32 -3.43838 4.74279 -3.38330
N6 -1.89749 8.07488 -3.05791
H62 -3.07248 6.94038 -5.11147
H63 -1.71275 7.78211 -5.81763
H64 -1.69978 6.02125 -5.74575
H65 -0.24374 7.28062 -4.04514
H66 -0.55612 5.78111 -2.24732
H67 -0.87140 4.85626 -3.71011
H68 -2.96332 4.12377 -4.15152
H69 -4.04331 5.52688 -3.83847
H70 -4.11303 4.11082 -2.80189
H71 -1.35523 8.21137 -2.20854
H72 -2.79629 7.73440 -2.72290
C33 -2.11388 -7.37035 2.33042
C34 -3.23018 -6.32966 2.33011
C35 -4.57652 -6.85011 2.85548
O12 -5.27701 -7.69085 1.95877
C36 -4.80264 -9.02731 1.89470
N7 -3.36696 -5.77281 0.97446
H73 -2.18804 -8.06479 1.49429
H74 -1.14121 -6.88158 2.24430
H75 -2.11265 -7.94748 3.25631
H76 -2.91421 -5.52403 2.99982
H77 -5.23052 -5.98752 3.01496
H78 -4.46152 -7.33853 3.83053
H79 -4.47068 -9.39037 2.87075
H80 -4.00478 -9.11875 1.15628
H81 -5.62764 -9.65470 1.55859
H82 -4.02822 -4.99806 1.00632
H83 -3.83884 -6.47385 0.40349

Total energy (eV): -98199.2089
Charge: +1

---

# 2
The following is a DFT calculation (wB97M-V/def2-TZVPD) of 7 unconnected molecules or ions with the total composition C36H83N5O16.

CARTESIAN COORDINATES (ANGSTROEM)
C1 11.57568 24.40698 9.38069
O1 12.38197 23.31053 9.74393
C2 13.00458 22.68649 8.64995
C3 13.92427 21.60953 9.15116
N1 13.18241 20.44688 9.62518
C4 14.01605 19.31725 9.93740
C5 13.23421 18.12909 10.43401
O2 12.19118 17.77014 9.53790
C6 11.79944 16.42292 9.65734
H1 11.71496 25.20907 10.11329
H2 10.51258 24.15425 9.39386
H3 11.89995 24.82654 8.42441
H4 13.49776 23.40931 7.98686
H5 12.23946 22.23940 7.98077
H6 14.52252 21.98688 9.98666
H7 14.67514 21.33394 8.38566
H8 12.33676 20.32553 9.09450
H9 14.65382 19.64587 10.76296
H10 14.63961 19.00113 9.08465
H11 12.82165 18.30233 11.43590
H12 13.91816 17.27174 10.51818
H13 12.64036 15.76713 9.39287
H14 11.05156 16.23419 8.88531
H15 11.38408 16.18463 10.63887
C7 15.93445 25.02628 14.43388
O3 15.83191 24.64998 13.09292
C8 16.00802 25.68534 12.17356
C9 15.52019 25.19065 10.82024
N2 16.01145 23.86687 10.47160
C10 17.28899 23.82154 9.79782
C11 17.44115 22.70489 8.80598
O4 17.33599 21.48594 9.51832
C12 17.74858 20.39098 8.71684
H16 16.95340 25.33219 14.69839
H17 15.66392 24.16346 15.04271
H18 15.23005 25.82130 14.71195
H19 17.04656 26.05134 12.14497
H20 15.42246 26.57211 12.46884
H21 15.76520 25.85283 9.98797
H22 14.42463 25.17426 10.82446
H23 15.98433 23.27963 11.29293
H24 18.14227 23.70152 10.49693
H25 17.54840 24.80149 9.38497
H26 18.45777 22.80307 8.39870
H27 16.64413 22.67630 8.05202
H28 18.82359 20.47288 8.50017
H29 17.26408 20.46931 7.73110
H30 17.50703 19.46920 9.23008
C13 27.45906 16.48782 10.49410
O5 26.16236 16.07782 10.21724
C14 26.00188 15.56573 8.91161
C15 24.56422 15.24421 8.67238
N3 23.82024 16.48048 8.42509
C16 22.41716 16.31221 8.12515
C17 21.53623 16.25151 9.36572
O6 21.59638 17.54654 9.94290
C18 20.90194 17.62812 11.15968
H31 27.56001 16.75044 11.55098
H32 27.77521 17.35787 9.90792
H33 28.19583 15.67132 10.39627
H34 26.61200 14.64743 8.85879
H35 26.38631 16.25376 8.15133
H36 24.12749 14.64314 9.47861
H37 24.53947 14.67984 7.73444
H38 23.96278 17.12713 9.19152
H39 22.26782 15.35499 7.61453
H40 22.07006 17.13935 7.50530
H41 21.92446 15.51056 10.07880
H42 20.48620 16.02052 9.15998
H43 21.08586 18.60532 11.61025
H44 21.25911 16.90964 11.91137
H45 19.82604 17.49707 11.00367
C19 17.74399 21.92330 3.15836
O7 18.15898 20.65203 3.60871
C20 18.32998 20.61350 5.01341
C21 19.78340 20.83128 5.38384
N4 20.57780 19.73744 4.87099
C22 21.96715 19.70724 5.34213
C23 22.72729 18.44455 5.00233
O8 23.18929 18.33937 3.65670
C24 22.20331 18.02138 2.71235
H46 16.66574 22.03991 3.31358
H47 17.99217 22.00493 2.10279
H48 18.24206 22.72854 3.70889
H49 18.00769 19.63580 5.37945
H50 17.68537 21.32959 5.53835
H51 19.86078 20.72194 6.47357
H52 20.09040 21.84713 5.09205
H53 20.51254 19.63894 3.86846
H54 21.82535 19.61480 6.43205
H55 22.52966 20.62874 5.15275
H56 22.14902 17.55794 5.27883
H57 23.65362 18.48091 5.57750
H58 22.71595 17.66446 1.81858
H59 21.57325 18.87352 2.44311
H60 21.57474 17.19195 3.06296
C25 16.04583 12.79441 4.11059
O9 15.33560 12.79470 5.33738
C26 14.22194 11.90876 5.38398
C27 14.48172 10.89886 6.47367
N5 14.56737 11.61055 7.77942
C28 14.66750 10.68170 8.87656
C29 15.07402 11.40085 10.15046
O10 16.30347 12.04938 9.96381
C30 16.47472 13.20623 10.75600
H61 17.00651 13.28732 4.27387
H62 15.49156 13.35734 3.35616
H63 16.30527 11.78127 3.78954
H64 13.92343 11.43634 4.44505
H65 13.38651 12.54409 5.69933
H66 15.46553 10.43224 6.34654
H67 13.65186 10.19003 6.49990
H68 15.45494 12.10135 7.71166
H69 15.38250 9.84840 8.74086
H70 13.72105 10.16682 9.07421
H71 15.22681 10.62654 10.92300
H72 14.26305 12.03753 10.52313
H73 15.60368 13.87062 10.67969
H74 17.40084 13.70738 10.51098
H75 16.44307 12.89098 11.81281
O11 18.05674 15.93209 9.53646
C31 17.28175 16.06182 8.64909
O12 16.59683 15.06742 8.05485
C32 15.96673 15.58232 6.87640
C33 15.87472 17.09202 7.17590
O13 16.61633 17.22272 8.40353
H76 16.54493 15.32625 5.98874
H77 15.01416 15.07315 6.75045
H78 14.87655 17.45365 7.39424
H79 16.30124 17.68501 6.37025
O14 14.99436 19.35770 4.88642
C34 13.85744 19.34110 5.22437
O15 12.92889 20.22525 4.76151
C35 11.63444 19.82089 5.22502
C36 11.99238 18.92883 6.39028
O16 13.25781 18.41705 5.99723
H80 11.04533 20.69596 5.49441
H81 11.08694 19.30508 4.43343
H82 11.25789 18.14318 6.55845
H83 12.11584 19.41198 7.35688

Energy relative to the best compared isomer or geometry (same formula, charge and spin) (eV): 0.000
SMILES: COCCNCCOC.COCCNCCOC.COCCNCCOC.COCCNCCOC.COCCNCCOC.O=C1OCCO1.O=C1OCCO1
Charge: 0